ORCA calculation (ωB97M-V/def2-TZVPD) on a 11-piece molecular cluster, C63H143N5O11 overall.

* maximum force: 0.067 hartree/bohr
* E_LUMO: 0.480 eV
* SMILES: CC1(C)CCCC(C)(C)N1O.CC1(C)CCCC(C)(C)N1O.CC1(C)CCCC(C)(C)N1O.CC1(C)CCCC(C)(C)N1O.CC1(C)CCCC(C)(C)N1O.CC(C)O.CC(C)O.CC(C)O.CC(C)O.CC(C)O.CC(C)O
* energy above the lowest of the compared OMol25 structures with the same formula, charge and spin: 129.0 kJ/mol
* total charge: 0

Each line ends with the Mulliken charge.
Cartesian coordinates (Å):
C -3.69591 2.57030 0.84260  -1.383
C -4.88093 2.51947 -0.14019  1.364
C -6.20869 2.34235 0.64094  -1.449
C -4.90329 3.79532 -0.97474  -0.189
C -5.84348 3.68987 -2.17448  -1.049
C -5.62792 2.47145 -3.03675  -1.443
C -5.37915 1.16470 -2.19309  1.479
C -6.75353 0.54607 -1.80026  -1.530
C -4.71535 0.04657 -3.01179  -1.211
N -4.48339 1.46587 -1.09330  0.604
O -4.29138 0.22360 -0.38967  -0.009
H -2.83448 2.66590 0.19860  -0.384
H -3.79517 3.40471 1.54815  0.793
H -3.55560 1.57290 1.34350  -0.160
H -6.24883 2.97788 1.52943  0.491
H -7.02712 2.57628 -0.01498  0.433
H -6.35823 1.28161 0.98851  -0.147
H -5.19553 4.55180 -0.24573  0.599
H -3.81100 3.95138 -1.30547  -0.578
H -6.87412 3.63273 -1.89104  0.477
H -5.91804 4.62294 -2.70788  0.521
H -4.72569 2.49048 -3.66465  0.404
H -6.42696 2.26747 -3.67150  0.482
H -7.18811 0.11146 -2.66132  0.575
H -7.52126 1.15637 -1.32977  0.256
H -6.57961 -0.36546 -1.16015  0.190
H -4.99059 0.09889 -4.06988  0.517
H -4.89275 -0.96993 -2.67082  0.121
H -3.61867 0.12275 -3.04256  -0.133
H -3.34156 0.18814 -0.37751  -0.776
C -2.16369 4.61463 -4.46381  -1.491
C -1.05025 5.34241 -3.66282  1.079
C -1.06620 6.78022 -4.29346  -1.687
C -1.31443 5.38694 -2.14482  0.339
C -0.08541 5.85532 -1.34684  -1.269
C 1.06261 4.99096 -1.73527  -0.306
C 1.42764 4.90798 -3.23427  1.875
C 2.07828 6.24576 -3.71335  -1.492
C 2.45656 3.78846 -3.42344  -1.105
N 0.21607 4.58802 -3.90420  1.014
O 0.35227 4.42896 -5.34654  -0.535
H -3.09657 5.20912 -4.26624  0.476
H -1.97785 4.60695 -5.50052  0.558
H -2.23162 3.56099 -4.11708  -0.190
H -2.12096 7.13963 -4.31645  0.460
H -0.55644 7.46563 -3.62683  0.428
H -0.62232 6.84908 -5.31379  0.195
H -2.14928 6.11155 -2.03309  0.623
H -1.60194 4.39897 -1.79416  -1.056
H 0.15592 6.88919 -1.47667  0.504
H -0.37350 5.76413 -0.25294  0.431
H 0.74015 4.00917 -1.43975  -0.934
H 1.97724 5.21735 -1.10341  0.382
H 2.35174 6.12666 -4.76644  0.519
H 2.97274 6.33313 -3.04637  0.258
H 1.50992 7.14365 -3.61822  0.281
H 3.03364 3.94633 -4.35081  0.513
H 2.00495 2.79010 -3.39663  -0.385
H 3.17706 3.84146 -2.64774  0.081
H 0.81571 5.20442 -5.64969  0.298
C -0.06507 1.90238 0.65096  -0.094
C 0.05123 0.85851 -0.50633  3.330
C -0.77614 1.40166 -1.71583  1.015
C 1.57307 0.66419 -0.85079  -0.309
C 1.74296 -0.50219 -1.83049  0.078
C 1.08680 -1.80681 -1.28024  -1.458
C -0.34273 -1.63617 -0.79005  3.119
C -1.27146 -1.63904 -2.01161  -0.896
C -0.68670 -2.79354 0.11369  -1.740
N -0.41652 -0.42390 0.06352  0.370
O -1.76024 -0.23862 0.42453  3.086
H 0.16949 2.85079 0.19768  -0.167
H -1.06736 1.93399 0.94798  -0.832
H 0.61454 1.58678 1.45608  -0.654
H -0.51295 0.95944 -2.68969  -1.090
H -1.84904 1.22207 -1.63039  -0.571
H -0.43895 2.42789 -1.75934  -0.628
H 1.92160 1.55644 -1.32240  0.074
H 2.20709 0.54611 0.03946  -0.414
H 1.39999 -0.26665 -2.80007  -1.225
H 2.83781 -0.66388 -1.90939  0.756
H 1.74853 -2.00551 -0.42320  -0.217
H 1.15179 -2.65879 -1.95647  0.719
H -0.84974 -1.12990 -2.89554  -0.681
H -2.25831 -1.24464 -1.78170  -0.284
H -1.38095 -2.61787 -2.41553  0.865
H -0.17080 -2.60433 1.05057  -0.111
H -0.36851 -3.78286 -0.29632  0.450
H -1.71376 -2.85618 0.34550  -0.173
H -1.75379 -0.42335 1.39600  -0.980
C 1.45309 -6.24127 3.22711  -1.528
C 0.64922 -7.35669 2.44248  1.171
C 1.24259 -7.42213 0.97446  -1.619
C 0.89149 -8.62863 3.22530  -1.232
C -0.03962 -9.71251 2.71694  -0.513
C -1.45681 -9.26930 3.03844  -1.336
C -1.84071 -7.97907 2.36515  1.915
C -1.96293 -8.19051 0.83415  -1.495
C -3.17375 -7.44994 2.87410  -2.083
N -0.77502 -6.99424 2.70088  -0.059
O -1.07284 -5.77215 1.99254  0.676
H 2.51853 -6.41552 3.06485  0.616
H 1.15877 -5.23637 2.90138  -0.063
H 1.18125 -6.31212 4.25795  0.304
H 1.09846 -6.49254 0.49255  0.224
H 2.29082 -7.61618 1.11390  0.528
H 0.88482 -8.20633 0.36506  0.402
H 1.94953 -8.80902 2.99962  0.472
H 0.66062 -8.43116 4.25711  0.378
H 0.00233 -9.89135 1.65428  0.327
H 0.19947 -10.66280 3.26351  0.354
H -1.57753 -9.12637 4.09903  0.407
H -2.19668 -10.02019 2.73029  0.393
H -2.74584 -8.92029 0.59718  0.481
H -1.07608 -8.65105 0.37519  0.365
H -2.17172 -7.28375 0.28880  0.058
H -3.72184 -6.64815 2.37347  0.206
H -3.29708 -7.19707 3.92493  0.361
H -3.85292 -8.33213 2.79411  0.464
H -1.39765 -5.19059 2.68167  -0.135
C 3.28339 2.92532 2.32964  -2.416
C 4.76439 3.07698 2.22697  2.345
C 5.30757 3.06647 3.67514  -1.753
C 5.27525 1.97632 1.34488  -1.088
C 6.67419 2.15705 0.77031  -0.982
C 6.59223 3.46486 -0.04886  -1.436
C 6.15641 4.70282 0.70422  1.739
C 7.28124 5.27685 1.57390  -1.849
C 5.82342 5.73003 -0.35742  -1.811
N 4.93911 4.41551 1.44610  0.889
O 4.62884 5.49570 2.35990  -0.588
H 2.86197 3.56710 3.09592  0.596
H 2.76628 2.96775 1.40742  0.502
H 2.99276 1.97251 2.72365  0.158
H 6.37106 3.10972 3.66486  0.424
H 4.85182 3.91189 4.20278  0.406
H 5.06468 2.11799 4.18669  0.237
H 5.02017 1.14533 1.95199  0.696
H 4.68227 1.74801 0.43638  -0.191
H 7.47937 2.27716 1.53055  0.401
H 6.99760 1.34457 0.09495  0.402
H 5.98436 3.20515 -0.95628  0.225
H 7.57343 3.62629 -0.48660  0.473
H 6.83964 5.98627 2.26976  0.388
H 7.93446 5.70446 0.82658  0.496
H 7.66071 4.48432 2.20881  0.335
H 5.56952 6.67772 0.16907  0.382
H 4.91833 5.37118 -0.87061  0.149
H 6.69118 5.90270 -0.97155  0.493
H 3.75421 5.75133 2.05417  0.323
C -2.50614 1.65141 4.73505  -1.795
C -1.55620 1.09366 3.70942  2.018
C -0.16403 1.12473 4.33284  -1.095
O -1.94026 -0.20655 3.21869  -0.259
H -1.99519 2.46365 5.20111  0.449
H -2.52274 0.92848 5.55794  0.385
H -3.47422 1.86510 4.32954  0.390
H -1.68604 1.67189 2.76107  -0.518
H 0.12870 2.12671 4.61680  0.493
H 0.56274 0.69051 3.66460  -0.269
H -0.25459 0.52383 5.28813  0.363
H -1.68124 -0.95194 3.81140  0.144
C -0.62618 -4.46974 5.60303  -0.521
C -2.03992 -4.07304 5.25128  0.443
C -2.87238 -3.78433 6.55474  -1.687
O -1.98890 -2.87647 4.43554  0.012
H -0.51277 -5.48073 5.96414  0.359
H -0.29639 -3.77189 6.42081  0.456
H 0.04164 -4.28421 4.76245  -0.485
H -2.50265 -4.82275 4.69413  0.194
H -2.82702 -4.60763 7.24947  0.423
H -3.89154 -3.69095 6.17910  0.452
H -2.53717 -2.84363 6.98537  0.306
H -2.89941 -2.69665 4.22104  -0.251
C 5.08352 0.78036 -5.50013  -1.364
C 5.53114 0.61500 -4.09626  1.485
C 5.94361 -0.86324 -3.81790  -1.538
O 6.65179 1.53848 -3.84448  -0.563
H 4.84460 1.77573 -5.73465  0.387
H 4.11987 0.24450 -5.66526  0.224
H 5.88495 0.50264 -6.21067  0.352
H 4.74430 1.00199 -3.43128  -0.445
H 6.77901 -1.13714 -4.53575  0.413
H 5.17037 -1.55055 -3.92789  0.415
H 6.37381 -0.96101 -2.82870  0.361
H 7.47069 1.11800 -4.15884  0.316
C -0.94996 1.16336 -5.51815  -0.590
C 0.49777 0.70597 -5.47729  1.867
C 0.54577 -0.80916 -5.86192  -1.407
O 1.34489 1.45736 -6.34530  -0.713
H -0.92695 2.25595 -5.48561  -0.095
H -1.46490 0.66268 -4.61408  -0.034
H -1.38818 0.79360 -6.43286  0.529
H 0.93319 0.74875 -4.46105  -0.827
H 1.56285 -1.27804 -5.63438  0.193
H 0.20807 -0.97255 -6.90551  0.464
H -0.16189 -1.32751 -5.18472  0.287
H 1.23147 2.37250 -6.12983  0.290
C 3.16062 -2.39924 2.10263  -1.870
C 2.56088 -1.32465 3.00959  2.864
C 1.77047 -2.00269 4.06768  -1.545
O 3.59835 -0.46574 3.60542  -0.461
H 3.87712 -1.98848 1.35127  0.318
H 2.43587 -3.01953 1.61878  0.244
H 3.76965 -3.07109 2.68639  0.563
H 2.00125 -0.60381 2.38825  -1.433
H 1.60078 -1.28581 4.83404  0.596
H 2.42155 -2.78437 4.46599  0.627
H 0.76328 -2.33541 3.80793  -0.189
H 3.80284 -0.74735 4.51512  0.289
C -4.97025 -3.59668 -0.34146  -0.458
C -5.46285 -3.17025 1.00758  0.329
C -4.23549 -2.87028 1.89278  -1.158
O -6.33470 -2.04521 0.95219  -0.621
H -5.70767 -4.22835 -0.83728  0.437
H -4.05670 -4.23591 -0.24555  0.024
H -4.80491 -2.72479 -0.98037  -0.275
H -6.09657 -3.92790 1.44924  0.478
H -3.63670 -2.06706 1.37140  0.413
H -3.61219 -3.78025 2.10194  0.061
H -4.51050 -2.57191 2.84493  0.545
H -5.94149 -1.19738 1.09743  0.159